No. 1
This record from OMol25 describes the molecule C3H4N2O3 in a non-equilibrium geometry. The level of theory is the ωB97M-V functional and the def2-TZVPD basis.

Last column: Mulliken charge in e.
Geometry (Å):
N1 1.455 -0.853 1.130  -0.480
C1 0.636 -0.198 0.173  0.538
C2 -0.427 0.407 0.599  -0.339
N2 -1.077 1.068 -0.557  0.017
O1 -2.419 0.484 -0.500  -0.420
O2 -0.353 0.534 -1.679  -0.210
C3 0.471 -0.397 -1.222  0.465
O3 1.090 -1.087 -2.031  -0.601
H1 2.248 -1.503 0.802  0.228
H2 1.558 -0.557 2.040  0.178
H3 -0.378 0.649 1.775  0.218
H4 -2.805 1.452 -0.530  0.404

Results
Structure (SMILES): Nc1cn(O)oc1=O
E_LUMO (eV): 0.21
HOMO-LUMO gap (eV): 9.33

No. 2
This record from OMol25 describes a cluster of 2 separate species, C3H4N2O3 in total in a non-equilibrium geometry. The level of theory is the ωB97M-V functional and the def2-TZVPD basis.

Last column: Mulliken charge in e.
Geometry (Å):
C1 -0.646 -0.543 0.107  0.545
C2 -1.365 0.349 -0.466  -0.161
C3 0.615 -0.134 0.268  -0.089
H1 -1.150 -2.453 0.097  0.329
H2 -2.490 0.090 -0.868  0.260
H3 1.525 2.795 -0.337  0.391
H4 1.104 -1.584 1.819  0.402
N1 -0.613 1.442 -0.730  -0.722
N2 0.691 1.059 -0.398  0.656
O1 -0.994 -1.727 0.686  -0.573
O2 1.693 1.824 -0.808  -0.467
O3 1.629 -1.116 0.630  -0.572

Results
E_LUMO (eV): -0.20
HOMO-LUMO gap (eV): 8.58

No. 3
This record from OMol25 describes the molecule C3H4N2O3 in a non-equilibrium geometry. The level of theory is the ωB97M-V functional and the def2-TZVPD basis.

Last column: Mulliken charge in e.
Geometry (Å):
H1 1.942 0.105 0.157  0.395
N1 1.660 0.965 -0.421  -0.723
C1 0.395 1.147 -0.471  0.468
N2 -0.305 1.923 -1.228  -0.554
O1 -0.434 0.321 0.531  -0.309
C2 0.144 -0.887 1.023  0.661
O2 1.321 -1.020 1.279  -0.576
C3 -1.161 -1.886 1.082  -0.014
O3 -2.033 -1.691 0.305  -0.351
H2 0.460 2.311 -1.983  0.372
H3 -0.974 1.563 -1.905  0.299
H4 -1.015 -2.851 1.631  0.333

Results
Structure (SMILES): [H]/N=C(/N)OC(=O)C=O
E_LUMO (eV): -0.59
HOMO-LUMO gap (eV): 8.96

No. 4
This record from OMol25 describes a structure of composition C3H4N2O4 in a non-equilibrium geometry. The level of theory is the ωB97M-V functional and the def2-TZVPD basis.

Last column: Mulliken charge in e.
Geometry (Å):
O1 6.016 0.211 1.356  -0.355
C1 5.691 -0.930 1.249  0.327
H1 6.320 -1.782 0.946  0.383
O2 4.694 -1.670 3.051  -0.705
H2 3.875 -1.760 2.121  0.543
H3 5.083 -2.544 3.165  0.335
O3 4.102 -1.264 0.586  -0.692
C2 3.872 -2.108 -0.396  0.809
N1 2.916 -2.038 -1.267  -0.547
C3 2.990 -3.274 -1.847  -0.024
N2 3.983 -4.010 -1.436  -0.319
O4 4.600 -3.209 -0.481  -0.134
H4 2.212 -3.686 -2.485  0.378

Results
E_LUMO (eV): 0.01
HOMO-LUMO gap (eV): 10.29

No. 5
This record from OMol25 describes the ion C3H4N2O4PS with charge -1 in a non-equilibrium geometry. The level of theory is the ωB97M-V functional and the def2-TZVPD basis.

Last column: Mulliken charge in e.
Geometry (Å):
O1 0.208 -2.511 0.528  -0.582
C1 -0.057 -1.407 0.127  0.198
N1 -1.209 -0.901 -0.288  -0.075
C2 -1.295 0.514 -0.491  -1.067
C3 -0.143 1.044 0.022  0.650
O2 0.373 2.232 -0.032  -0.541
N2 0.675 0.028 0.427  0.052
P1 2.351 0.142 0.290  0.534
O3 2.777 1.499 0.721  -0.773
O4 2.859 -0.906 1.368  -0.536
S1 2.852 -0.656 -1.459  -0.541
H1 -1.771 -1.577 -0.874  0.275
H2 -2.112 0.934 -0.888  0.569
H3 1.316 2.043 0.083  0.478
H4 2.568 -1.807 1.058  0.358

Results
Structure (SMILES): O=c1[nH]cc(O)n1[P@@]([O-])(O)=S
E_LUMO (eV): 3.43
HOMO-LUMO gap (eV): 7.55
Net charge: -1

No. 6
This record from OMol25 describes the molecule C3H4N2OS in a non-equilibrium geometry. The level of theory is the ωB97M-V functional and the def2-TZVPD basis.

Last column: Mulliken charge in e.
Geometry (Å):
C1 1.636 -0.458 -0.474  -0.157
N1 1.255 0.656 -0.056  -0.328
C2 -0.068 0.951 0.421  -0.361
N2 -1.250 0.168 0.033  -0.060
S1 -2.476 1.147 -0.655  -0.364
C3 -1.229 -1.105 -0.015  0.609
O1 -1.311 -2.240 0.305  -0.347
H1 0.900 -1.306 -0.711  0.092
H2 2.789 -0.534 -0.597  0.244
H3 -0.322 1.977 0.256  0.364
H4 0.075 0.744 1.492  0.309

Results
Structure (SMILES): C=NC[N+]([S-])=C=O
E_LUMO (eV): -0.33
HOMO-LUMO gap (eV): 7.73

No. 7
This record from OMol25 describes the molecule C3H4N2OS in a non-equilibrium geometry. The level of theory is the ωB97M-V functional and the def2-TZVPD basis.

Last column: Mulliken charge in e.
Geometry (Å):
C1 0.728 0.690 0.177  -0.502
C2 1.465 -0.343 0.871  -0.241
C3 -0.372 0.201 -0.452  0.569
N1 -0.634 -1.919 0.618  -0.305
N2 -1.420 0.820 -1.060  -0.344
O1 -0.599 -1.180 -0.593  -0.307
S1 0.772 -1.789 1.345  0.133
H1 1.067 1.750 0.220  0.280
H2 2.497 -0.174 1.287  0.321
H3 -1.492 1.773 -1.017  0.152
H4 -2.012 0.171 -1.395  0.243

Results
E_LUMO (eV): -0.10
HOMO-LUMO gap (eV): 7.19

No. 8
This record from OMol25 describes a cluster of 2 separate species, C3H4N2OS in total in a non-equilibrium geometry. The level of theory is the ωB97M-V functional and the def2-TZVPD basis.

Last column: Mulliken charge in e.
Geometry (Å):
C1 -0.155 1.254 -1.498  -0.211
C2 0.313 1.272 0.690  -0.168
C3 -1.112 0.527 -0.809  -0.133
N1 0.760 1.646 -0.501  -0.458
N2 -0.783 0.468 0.525  0.005
O1 0.811 -2.414 0.881  -0.383
S1 -0.695 -2.758 0.197  -0.031
H1 -0.139 1.574 -2.497  0.415
H2 0.866 1.320 1.621  0.357
H3 -1.230 -0.086 1.227  0.241
H4 1.364 -2.804 0.163  0.367

Results
E_LUMO (spin up / spin down) (eV): -3.56 / -3.55
HOMO-LUMO gap (spin up / spin down) (eV): 4.77 / 4.77

No. 9
This record from OMol25 describes the molecule C3H4N2OS in a non-equilibrium geometry. The level of theory is the ωB97M-V functional and the def2-TZVPD basis.

Last column: Mulliken charge in e.
Geometry (Å):
S1 3.064 0.051 0.000  -0.381
C1 1.418 0.064 -0.005  0.401
N1 0.707 1.228 0.001  0.160
N2 -0.656 1.360 0.000  -0.683
C2 -1.316 0.280 -0.001  -0.040
C3 -0.712 -1.085 -0.003  -0.262
O1 0.724 -1.070 -0.001  -0.324
H1 1.206 2.101 0.010  0.216
H2 -2.416 0.361 -0.008  0.380
H3 -0.999 -1.623 -0.877  0.273
H4 -1.021 -1.667 0.884  0.260

Results
Structure (SMILES): S=C1NN=CCO1
E_LUMO (eV): 0.39
HOMO-LUMO gap (eV): 9.11

No. 10
This record from OMol25 describes a structure of composition C3H4N2OS in a non-equilibrium geometry. The level of theory is the ωB97M-V functional and the def2-TZVPD basis.

Last column: Mulliken charge in e.
Geometry (Å):
C1 -1.039 0.769 0.144  -0.354
C2 0.331 0.083 0.048  0.370
C3 2.036 -0.997 -0.078  0.093
H1 -3.426 -0.063 0.273  0.153
H2 -1.343 1.188 1.210  0.298
H3 -1.144 1.688 -0.567  0.276
H4 2.645 -1.923 0.035  0.365
N1 1.217 0.864 -0.349  -0.242
N2 2.274 0.180 -0.422  -0.398
O1 0.725 -1.183 0.067  -0.305
S1 -2.277 -0.607 -0.360  -0.256

Results
E_LUMO (eV): 0.59
HOMO-LUMO gap (eV): 10.04

No. 11
This record from OMol25 describes the molecule C3H4N2OS in a non-equilibrium geometry. The level of theory is the ωB97M-V functional and the def2-TZVPD basis.

Last column: Mulliken charge in e.
Geometry (Å):
C1 -1.599 -0.641 -0.209  0.169
N1 -1.831 0.649 -0.078  -0.334
N2 -0.781 1.616 0.243  -0.316
C2 0.515 1.348 0.034  -0.085
S1 1.646 0.044 -0.305  -0.084
C3 0.533 -1.158 0.645  -0.426
O1 -0.601 -1.477 -0.208  -0.288
H1 -2.547 -1.044 -0.470  0.390
H2 1.220 1.850 0.623  0.357
H3 1.202 -2.058 0.771  0.265
H4 0.187 -0.776 1.655  0.353

Results
Structure (SMILES): C1=NN=CSCO1
E_LUMO (eV): -0.02
HOMO-LUMO gap (eV): 9.37

No. 12
This record from OMol25 describes the molecule C3H4N2OS in a non-equilibrium geometry. The level of theory is the ωB97M-V functional and the def2-TZVPD basis.

Last column: Mulliken charge in e.
Geometry (Å):
N1 -1.062 -0.194 -1.153  -0.204
C1 -0.445 0.495 -0.490  0.533
C2 0.346 0.884 0.559  -1.051
C3 1.752 0.278 0.628  0.736
O1 2.750 1.025 0.577  -0.604
N2 1.872 -1.013 1.102  -0.291
S1 0.342 -1.845 1.686  -0.150
H1 -1.297 -0.248 -2.126  0.298
H2 0.325 2.004 0.739  0.193
H3 2.699 -1.485 1.365  0.263
H4 -0.071 -0.613 1.845  0.277

Results
Structure (SMILES): N=C=CC(=O)NS
E_LUMO (eV): 0.53
HOMO-LUMO gap (eV): 9.32

No. 13
This record from OMol25 describes a structure of composition C3H4N2OS2 in a non-equilibrium geometry. The level of theory is the ωB97M-V functional and the def2-TZVPD basis.

Last column: Mulliken charge in e.
Geometry (Å):
C1 -1.310 -0.416 -0.099  0.341
C2 0.725 -0.879 -0.106  0.590
C3 0.824 0.463 0.065  -0.099
H1 -2.841 0.859 -0.025  0.383
H2 1.205 -2.852 -0.838  0.177
H3 1.850 2.239 1.239  0.167
H4 -0.943 1.688 -0.453  0.334
N1 -0.541 -1.423 -0.245  -0.480
N2 -0.594 0.839 0.259  -0.367
O1 -2.696 -0.232 0.159  -0.490
S1 2.209 -1.860 0.188  -0.298
S2 2.112 1.574 -0.144  -0.259

Results
E_LUMO (eV): -0.02
HOMO-LUMO gap (eV): 8.17

No. 14
This record from OMol25 describes the molecule C3H4N2OS2 in a non-equilibrium geometry. The level of theory is the ωB97M-V functional and the def2-TZVPD basis.

Last column: Mulliken charge in e.
Geometry (Å):
S1 -3.561 -1.572 -0.001  -0.340
C1 -2.657 -0.225 0.097  -0.078
N1 -1.346 -0.249 -0.058  0.130
N2 -0.700 1.040 0.008  -0.474
C2 0.578 0.896 0.011  0.137
O1 1.247 -0.290 -0.010  -0.194
C3 2.562 -0.262 -0.026  0.117
S2 3.475 -1.585 0.043  -0.234
H1 -3.018 0.841 0.311  0.289
H2 -0.843 -1.085 -0.294  0.255
H3 1.299 1.714 0.019  0.243
H4 2.965 0.777 -0.100  0.151

Results
Structure (SMILES): S=CN/N=C\OC=S
E_LUMO (eV): -0.64
HOMO-LUMO gap (eV): 8.00

No. 15
This record from OMol25 describes the molecule C3H4N2OS2 in a non-equilibrium geometry. The level of theory is the ωB97M-V functional and the def2-TZVPD basis.

Last column: Mulliken charge in e.
Geometry (Å):
O1 1.669 -0.054 1.538  -0.508
C1 1.833 -0.015 0.322  0.099
N1 0.809 -0.027 -0.591  -0.234
N2 -0.501 0.002 -0.200  0.077
C2 -1.050 -1.266 -0.001  -0.109
S1 -2.556 -1.705 0.454  -0.216
C3 -1.030 1.239 0.044  -0.086
S2 -2.544 1.676 0.464  -0.230
H1 2.795 0.052 -0.172  0.390
H2 1.016 0.070 -1.542  0.153
H3 -0.215 -1.943 -0.150  0.345
H4 -0.226 1.971 -0.166  0.319

Results
Structure (SMILES): O=CNN(C=S)C=S
E_LUMO (eV): -0.84
HOMO-LUMO gap (eV): 7.43

No. 16
This record from OMol25 describes a cluster of 3 separate species, C3H4N2S in total in a non-equilibrium geometry. The level of theory is the ωB97M-V functional and the def2-TZVPD basis.

Last column: Mulliken charge in e.
Geometry (Å):
C1 0.012 3.153 -0.966  -0.014
C2 -1.039 -1.084 0.930  -0.467
C3 -0.318 -1.941 0.192  -0.557
N1 -0.053 2.942 -2.097  -0.336
N2 2.147 2.054 0.530  -0.059
S1 2.339 1.125 -0.571  0.402
H1 -0.787 -0.648 1.833  0.312
H2 -1.995 -0.944 0.461  0.183
H3 -0.926 -2.351 -0.650  0.152
H4 0.619 -2.307 0.338  0.384

Results
E_LUMO (spin up / spin down) (eV): -2.36 / -3.69
HOMO-LUMO gap (spin up / spin down) (eV): 8.12 / 5.17

No. 17
This record from OMol25 describes the molecule C3H4N2S in a non-equilibrium geometry. The level of theory is the ωB97M-V functional and the def2-TZVPD basis.

Last column: Mulliken charge in e.
Geometry (Å):
H1 1.980 0.814 0.446  0.238
N1 1.446 -0.018 0.772  -0.586
C1 0.350 -0.142 0.260  0.127
C2 -0.414 -1.363 0.562  -0.687
C3 -1.051 -2.313 0.799  0.628
N2 -0.135 0.646 -0.742  -0.315
S1 0.640 1.973 -1.392  -0.210
H2 -1.889 -3.027 1.004  0.384
H3 -1.067 0.453 -1.115  0.269
H4 0.140 2.977 -0.594  0.152

Results
Structure (SMILES): [H]/N=C(/C#C)NS
E_LUMO (eV): 0.66
HOMO-LUMO gap (eV): 10.41

No. 18
This record from OMol25 describes the molecule C3H4N2S in a non-equilibrium geometry. The level of theory is the ωB97M-V functional and the def2-TZVPD basis.

Last column: Mulliken charge in e.
Geometry (Å):
C1 0.095 1.935 0.090  -0.757
C2 -0.120 0.650 0.132  0.453
C3 -1.793 0.115 0.017  0.023
N1 -2.863 -0.232 0.175  -0.386
S1 1.035 -0.740 0.124  0.041
N2 -0.127 -1.967 -0.088  -0.517
H1 1.062 2.207 0.076  0.349
H2 -0.800 2.537 0.008  0.285
H3 -0.205 -2.465 0.800  0.253
H4 -0.050 -2.663 -0.798  0.255

Results
Structure (SMILES): C=C(C#N)SN
E_LUMO (eV): 0.44
HOMO-LUMO gap (eV): 9.74

No. 19
This record from OMol25 describes a structure of composition C3H4N2S in a non-equilibrium geometry. The level of theory is the ωB97M-V functional and the def2-TZVPD basis.

Last column: Mulliken charge in e.
Geometry (Å):
C1 2.039 -1.270 -0.074  0.854
C2 3.393 -1.181 0.016  -0.821
C3 -0.445 -0.633 0.046  -0.774
N1 1.960 1.237 0.030  -0.522
N2 0.889 -0.828 0.042  -0.189
S1 3.422 0.528 0.003  0.244
H1 -0.635 -0.205 -0.927  0.304
H2 -0.935 -1.541 0.165  0.399
H3 -0.799 0.047 0.741  0.273
H4 2.135 2.289 0.340  0.233

Results
E_LUMO (spin up / spin down) (eV): -0.69 / -0.70
HOMO-LUMO gap (spin up / spin down) (eV): 7.91 / 7.91

No. 20
This record from OMol25 describes the molecule C3H4N2S in a non-equilibrium geometry. The level of theory is the ωB97M-V functional and the def2-TZVPD basis.

Last column: Mulliken charge in e.
Geometry (Å):
H1 -1.714 -2.148 -0.784  0.225
N1 -1.868 -1.508 -0.052  -0.345
N2 -1.182 -0.539 0.195  -0.082
C1 0.027 -0.201 -0.575  -0.458
C2 1.245 -1.191 -0.950  0.009
C3 1.789 -0.774 -2.062  0.013
S1 2.575 -0.209 -3.317  -0.298
H2 0.322 0.794 -0.171  0.354
H3 -0.507 -0.152 -1.624  0.296
H4 1.807 -1.971 -0.320  0.287

Results
Structure (SMILES): [H]/N=N\CC=C=S
E_LUMO (eV): -0.53
HOMO-LUMO gap (eV): 8.36

Per-record electronic energy, a.u.: -451.78121 -451.71038 -451.87103 -527.06145 -1266.91117 -699.52606 -699.50303 -699.42289 -699.60927 -699.56235 -699.51285 -699.55365 -1097.70323 -1097.75973 -1097.77767 -624.15241 -624.30811 -624.31228 -624.20923 -624.25789